Record 1
The following is a quantum chemistry calculation of a 3-piece molecular cluster, C3H12N2O overall at a distorted geometry, from OMol25.

SMILES	C=C.NCO.N
molecular weight	92.142	g/mol
strongest force on any atom	1.2	eV Å⁻¹
HOMO level	-9.20	eV
orbital gap	10.0	eV
net charge	0
total energy	-8332.0349	eV
relative energy (zero: lowest compared OMol25 entry of this formula, charge and spin)	1.287	eV
E_LUMO	0.02812	Ha

Each line ends with the Mulliken charge.
CARTESIAN COORDINATES (ANGSTROEM)
C1 0.0665 -2.9123 -0.4610  -0.390
C2 -1.1600 -2.9028 -0.9336  -0.525
H1 0.3323 -3.6549 0.2763  0.198
H2 0.8255 -2.1773 -0.6666  0.218
H3 -1.9442 -3.5230 -0.5050  0.202
H4 -1.5178 -2.3747 -1.8033  0.283
N1 -0.4688 1.8845 -1.7013  -0.581
C3 -0.8027 0.9513 -0.6645  -0.015
O1 0.3412 0.3550 -0.0628  -0.482
H5 -0.5227 2.8505 -1.4052  0.244
H6 0.4745 1.7386 -2.0348  0.236
H7 -1.3542 1.4325 0.1376  0.284
H8 -1.3541 0.1115 -1.0748  0.033
H9 0.6451 0.7773 0.7492  0.362
N2 1.3683 1.8890 2.3617  -0.751
H10 1.7581 0.9512 2.4055  0.245
H11 1.1861 2.1192 3.3313  0.229
H12 2.1269 2.4844 2.0513  0.209



Record 2
The following is a quantum chemistry calculation of a 7-piece molecular cluster, C21H54N2O7 overall at a distorted geometry, from OMol25.

SMILES	CC1(C)CCCC(C)(C)N1O.CC1(C)CCCC(C)(C)N1O.CO.CO.CO.O.O
molecular weight	446.670	g/mol
strongest force on any atom	2.2	eV Å⁻¹
HOMO level	-8.32	eV
orbital gap	8.5	eV
net charge	0
total energy	-39961.2781	eV
relative energy (zero: lowest compared OMol25 entry of this formula, charge and spin)	1.271	eV
E_LUMO	0.00724	Ha

Each line ends with the Mulliken charge.
CARTESIAN COORDINATES (ANGSTROEM)
C1 -25.7341 13.0161 -2.9802  -1.834
C2 -25.8757 13.0680 -1.4727  1.763
C3 -25.0931 14.2854 -0.9151  -1.267
C4 -27.3602 13.2237 -1.0941  -1.367
C5 -27.6618 12.8743 0.3489  -0.577
C6 -27.2315 11.4234 0.5833  -1.289
C7 -25.7263 11.2558 0.3844  1.728
C8 -24.9709 11.9073 1.5247  -1.581
C9 -25.4605 9.7379 0.4210  -2.050
N1 -25.4036 11.7678 -0.9464  -0.091
O1 -24.0653 11.4066 -1.3181  -0.224
H1 -24.7165 12.7366 -3.2584  0.203
H2 -26.4082 12.2496 -3.3649  0.467
H3 -25.9128 13.9676 -3.4846  0.386
H4 -24.1316 14.4082 -1.4236  -0.017
H5 -25.6166 15.2309 -1.0504  0.394
H6 -24.8429 14.1362 0.1361  0.335
H7 -27.6261 14.2540 -1.3586  0.505
H8 -28.0299 12.6682 -1.7639  0.358
H9 -27.1314 13.6481 0.9057  0.262
H10 -28.7469 12.9070 0.4649  0.389
H11 -27.8805 10.7299 0.0512  0.444
H12 -27.4447 11.2273 1.6419  0.410
H13 -24.6825 11.2444 2.3414  0.448
H14 -25.3633 12.8641 1.8764  0.329
H15 -23.9633 12.2662 1.2387  0.289
H16 -25.9379 9.2247 1.2500  0.435
H17 -24.3764 9.5834 0.4229  0.379
H18 -25.7415 9.2667 -0.5241  0.420
H19 -23.5881 11.9839 -0.6962  0.347
C10 -17.5935 14.7606 -6.0048  -1.755
C11 -18.2879 13.6352 -6.8490  1.910
C12 -17.1138 12.8515 -7.4575  -1.894
C13 -19.1022 12.7858 -5.8834  -1.488
C14 -20.1140 11.8892 -6.5911  -0.246
C15 -20.9780 12.6376 -7.6209  -0.913
C16 -20.1860 13.5590 -8.5867  2.070
C17 -19.6347 12.6553 -9.6846  -1.919
C18 -21.1661 14.5836 -9.1447  -2.040
N2 -19.1455 14.2528 -7.8345  0.510
O2 -18.4195 15.1413 -8.6543  -0.562
H20 -18.1572 15.6948 -6.0113  0.370
H21 -17.6499 14.4485 -4.9578  0.404
H22 -16.5524 14.9014 -6.2725  0.324
H23 -17.3992 12.0431 -8.1426  0.284
H24 -16.5297 13.5138 -8.0984  0.491
H25 -16.4948 12.3471 -6.7148  0.425
H26 -18.5374 12.1883 -5.1659  0.507
H27 -19.6133 13.4886 -5.2092  0.238
H28 -19.5762 11.0536 -7.0595  0.347
H29 -20.6974 11.3457 -5.8416  0.019
H30 -21.6336 13.1980 -6.9511  -0.338
H31 -21.5570 11.9722 -8.2587  0.537
H32 -20.4529 12.3398 -10.3392  0.428
H33 -19.1596 11.7784 -9.2456  0.336
H34 -18.8881 13.0845 -10.3563  0.373
H35 -20.7331 15.0417 -10.0389  0.499
H36 -21.5708 15.3483 -8.4815  0.319
H37 -22.0706 14.0952 -9.5279  0.412
H38 -18.8607 15.9897 -8.5326  0.330
C19 -18.9344 9.0122 -2.9582  -0.394
O3 -19.4158 9.6800 -1.8167  -0.548
H39 -17.8400 9.0487 -2.9622  0.249
H40 -19.2419 7.9662 -2.9293  0.268
H41 -19.2833 9.4380 -3.9035  0.034
H42 -19.7755 10.5487 -2.0233  0.362
C20 -23.7504 10.6579 -5.6052  -0.143
O4 -24.9693 9.9463 -5.4528  -0.588
H43 -24.0022 11.7133 -5.3989  0.115
H44 -22.9094 10.3657 -4.9755  0.067
H45 -23.4538 10.7193 -6.6550  0.222
H46 -25.0112 9.6391 -4.5416  0.322
C21 -22.6844 14.8041 -4.9396  -0.630
O5 -22.5163 14.0912 -3.7186  -0.184
H47 -23.0532 15.8270 -4.8738  0.422
H48 -21.7230 14.7504 -5.4552  0.033
H49 -23.4045 14.2516 -5.5440  0.242
H50 -22.1838 14.6629 -3.0200  0.181
O6 -19.5218 14.1258 -1.0937  -0.629
H51 -20.3286 13.9790 -1.5959  0.259
H52 -19.4974 13.3912 -0.4694  0.322
O7 -21.2134 11.7732 -2.7609  -0.124
H53 -21.9761 11.2129 -2.9529  0.204
H54 -21.3803 12.5854 -3.2656  -0.034



Record 3
The following is a quantum chemistry calculation of CH3O2PS2 as an isolated structure at a distorted geometry, from OMol25.

molecular weight	142.141	g/mol
strongest force on any atom	3.4	eV Å⁻¹
HOMO level	-9.31	eV
orbital gap	8.6	eV
net charge	0
total energy	-36138.9008	eV
relative energy (zero: lowest compared OMol25 entry of this formula, charge and spin)	0.747	eV
E_LUMO	-0.02699	Ha

Each line ends with the Mulliken charge.
CARTESIAN COORDINATES (ANGSTROEM)
C1 -0.1942 -1.1513 0.8062  -0.779
O1 1.6034 1.2695 -1.9683  -0.384
O2 0.6403 1.2204 0.4894  -0.386
P1 0.6143 2.0919 -1.3319  0.489
S1 -1.5577 0.9055 -1.3156  -0.299
S2 -0.7024 0.6122 0.7144  0.417
H1 -0.1240 -1.5790 1.8714  0.300
H2 0.6927 -1.4562 0.2320  0.314
H3 -0.9724 -1.9129 0.5023  0.329



Record 4
The following is a quantum chemistry calculation of C13H15IrNTe as an isolated structure at a distorted geometry, from OMol25.

molecular weight	505.087	g/mol
strongest force on any atom	6.5	eV Å⁻¹
HOMO level (spin up / spin down)	-2.76 / -7.45	eV
orbital gap (spin up / spin down)	2.7 / 4.8	eV
net charge	0
total energy	-25334.8544	eV
E_LUMO (spin up / spin down)	-0.00339 / -0.09745	Ha
2S+1	6

Each line ends with the Mulliken charge.
CARTESIAN COORDINATES (ANGSTROEM)
C1 0.0588 -2.4709 0.1029  -0.448
C2 -0.9110 -1.8655 -0.7873  -0.621
C3 -1.7500 -1.0014 -0.0013  -0.294
C4 -1.3280 -1.0779 1.3556  -0.655
C5 -0.2147 -1.9779 1.4364  -0.364
Ir1 0.4724 -0.2130 0.0260  0.687
N1 2.2421 -0.0736 0.7471  -0.700
C6 1.7097 0.6875 -1.0713  -0.355
C7 0.3178 0.7321 -1.6579  -0.870
H1 -2.5851 -0.4186 -0.3763  0.417
H2 -0.9749 -2.0481 -1.8459  0.533
H3 -1.7923 -0.5653 2.2085  0.555
H4 0.3415 -2.2541 2.3314  0.378
H5 0.8340 -3.1661 -0.1750  0.446
H6 0.2319 0.0297 -2.4789  0.400
H7 2.1158 1.6723 -0.9262  0.308
H8 2.8546 -0.8613 0.2945  0.299
H9 -0.0709 1.7367 -1.6504  0.274
H10 2.3729 0.1438 -1.7272  0.453
Te1 0.4592 1.5357 2.0507  0.353
C8 -0.8435 3.1398 1.6359  0.431
C9 -1.2019 3.9311 2.7521  -0.706
C10 -1.8346 5.1641 2.5333  -0.681
C11 -2.1209 5.5827 1.2256  -0.286
C12 -1.8167 4.7651 0.1346  -0.733
C13 -1.2005 3.5192 0.3295  -0.138
H11 -0.9493 3.5836 3.7527  0.293
H12 -2.0913 5.7910 3.3854  0.319
H13 -2.5897 6.5553 1.0635  0.342
H14 -2.0522 5.0890 -0.8797  0.336
H15 -0.9670 2.8590 -0.5007  0.027



Record 5
The following is a quantum chemistry calculation of a 9-piece molecular cluster, H18O9 overall at a distorted geometry, from OMol25.

SMILES	O.O.O.O.O.O.O.O.O
molecular weight	162.135	g/mol
strongest force on any atom	4.3	eV Å⁻¹
HOMO level	-11.21	eV
orbital gap	10.9	eV
net charge	0
total energy	-18717.4434	eV
relative energy (zero: lowest compared OMol25 entry of this formula, charge and spin)	4.692	eV
E_LUMO	-0.01237	Ha

Each line ends with the Mulliken charge.
CARTESIAN COORDINATES (ANGSTROEM)
O1 -0.4667 0.3395 0.2499  -0.732
H1 -1.1926 0.5202 0.9574  0.528
H2 0.2427 0.1357 0.8279  0.303
O2 -2.0379 -1.8343 -2.5340  -0.634
H3 -2.7806 -2.1918 -1.9627  0.315
H4 -1.6353 -1.2249 -1.9804  0.336
O3 -2.9171 1.3004 -0.9205  -0.606
H5 -2.5958 0.9603 -0.1354  0.164
H6 -3.8631 1.1074 -0.7877  0.340
O4 2.7422 -3.7816 0.0064  -0.617
H7 3.5304 -3.6787 -0.4201  0.290
H8 2.6266 -3.0424 0.6209  0.322
O5 1.9480 4.0042 -1.6143  -0.622
H9 1.9303 3.9964 -0.6459  0.308
H10 2.4736 3.1508 -1.7389  0.312
O6 -3.7193 -0.0958 1.0134  -0.677
H11 -3.0813 -0.4889 0.3379  0.389
H12 -3.3028 0.4719 1.6362  0.326
O7 3.9840 1.0051 0.8619  -0.608
H13 4.2272 1.4441 0.0891  0.294
H14 3.0288 1.0576 1.0358  0.306
O8 -0.8074 0.2739 2.5988  -0.633
H15 -0.8830 0.6350 3.4860  0.280
H16 -1.3390 -0.4489 2.5553  0.309
O9 1.4452 -1.0363 -0.8782  -0.543
H17 0.5387 -1.0918 -1.0314  0.277
H18 1.9044 -1.4870 -1.6274  0.277



Record 6
The following is a quantum chemistry calculation of one molecule with the formula C4H9NO3 at a distorted geometry, from OMol25.

SMILES	C[C@@H](O)CNC(=O)O
molecular weight	119.120	g/mol
strongest force on any atom	1.9	eV Å⁻¹
HOMO level	-9.86	eV
orbital gap	10.7	eV
net charge	0
total energy	-11927.0465	eV
relative energy (zero: lowest compared OMol25 entry of this formula, charge and spin)	0.495	eV
E_LUMO	0.03095	Ha

Each line ends with the Mulliken charge.
CARTESIAN COORDINATES (ANGSTROEM)
C1 -1.5435 -0.4667 -1.7768  -1.413
C2 -0.1642 -0.2045 -1.1808  0.469
O1 0.3968 0.9782 -1.8141  -0.578
C3 -0.3085 0.1967 0.2832  -0.737
N1 0.9348 0.3376 0.9823  -0.148
C4 1.1043 -0.1830 2.2155  0.540
O2 0.3401 -0.8908 2.8178  -0.594
O3 2.3062 0.2236 2.7361  -0.490
H1 -2.3222 -0.2205 -1.0569  0.343
H2 -1.7108 -1.5424 -1.9461  0.308
H3 -1.6484 -0.0583 -2.7856  0.445
H4 0.6425 -0.9094 -1.3741  0.352
H5 -0.2839 1.4887 -2.2618  0.291
H6 -0.8715 1.1353 0.2201  0.194
H7 -0.9533 -0.4815 0.8507  0.422
H8 1.6246 0.9658 0.6066  0.248
H9 2.4570 -0.3688 3.4839  0.346



Record 7
The following is a quantum chemistry calculation of a 7-piece molecular cluster, C60H51BBrN3O13 overall at a distorted geometry, from OMol25.

SMILES	C#CCCCc1c([C@H](Br)CC)c(B(O)N(C)C)cc2ncc(-c3ccccc3)nc12.O=C1C=CC(=O)C=C1.O=C1C=CC(=O)C=C1.O=C1C=CC(=O)C=C1.O=C1C=CC(=O)C=C1.O=C1C=CC(=O)C=C1.O=C1C=CC(=O)C=C1
molecular weight	1112.792	g/mol
strongest force on any atom	7.0	eV Å⁻¹
HOMO level	-8.37	eV
orbital gap	6.7	eV
net charge	0
total energy	-164832.6536	eV
E_LUMO	-0.06239	Ha

Each line ends with the Mulliken charge.
CARTESIAN COORDINATES (ANGSTROEM)
C1 4.1270 -6.5278 0.0920  -0.228
C2 3.6482 -5.7239 1.0344  -0.165
C3 3.2448 -4.4797 1.9991  -0.577
C4 2.4128 -3.3400 1.1873  -0.249
C5 1.0324 -3.0671 1.9818  -0.860
C6 -0.1278 -2.3879 1.0802  0.769
C7 -1.5139 -3.1494 0.8496  -0.148
C8 -1.8244 -4.6227 1.4486  -0.877
Br1 -1.9002 -4.5929 3.4741  -0.161
C9 -0.7129 -5.7078 0.9018  -0.421
C10 -0.2389 -5.3516 -0.6027  -0.445
C11 -2.5911 -2.3343 -0.0288  0.258
B1 -4.0958 -2.9175 -0.3668  0.759
O1 -4.1509 -3.8391 -1.5158  -0.785
N1 -5.3247 -2.5893 0.4202  -0.155
C12 -5.8718 -3.8031 1.1327  -0.952
C13 -5.0533 -1.5578 1.4877  -0.788
C14 -2.2925 -0.8913 -0.6337  -0.374
C15 -0.8797 -0.1548 -0.3993  0.353
N2 -0.7442 1.1627 -1.0002  -0.615
C16 0.5809 1.6433 -0.6829  -0.103
C17 1.6880 0.9332 0.1817  0.065
C18 3.1303 1.6282 0.4281  0.152
C19 3.6612 1.8850 1.8870  -0.367
C20 5.0886 2.5215 2.0459  -0.482
C21 6.0471 2.9418 0.8621  -0.416
C22 5.5023 2.6745 -0.6133  -0.450
C23 4.0570 2.0306 -0.8136  -0.230
N3 1.4655 -0.3554 0.7864  -0.035
C24 0.1653 -0.9265 0.4771  -0.252
H1 4.1156 -7.1657 -0.8781  0.099
H2 2.6725 -4.8808 2.9140  0.333
H3 4.2476 -4.0555 2.4169  0.356
H4 2.2960 -3.5567 0.0664  0.421
H5 3.0468 -2.3675 1.2631  0.216
H6 1.2441 -2.3039 2.8394  0.349
H7 0.7214 -4.0459 2.4918  0.246
H8 -2.8393 -5.0516 1.1279  0.352
H9 -1.2918 -6.7202 0.8244  0.407
H10 0.1386 -5.8922 1.6487  0.287
H11 0.2280 -6.3013 -1.0865  0.339
H12 0.5348 -4.5059 -0.5353  -0.028
H13 -1.1180 -4.9405 -1.2472  0.073
H14 -5.1178 -3.9955 -1.7041  0.293
H15 -5.3986 -3.9286 2.1919  0.254
H16 -7.0091 -3.6490 1.3106  0.282
H17 -5.7421 -4.7455 0.4731  0.313
H18 -4.3044 -1.9971 2.2709  0.241
H19 -6.0290 -1.3617 2.0776  0.277
H20 -4.6531 -0.5926 1.0048  0.266
H21 -3.1006 -0.3462 -1.2464  0.424
H22 0.8528 2.6974 -1.0986  0.378
H23 2.9691 1.5648 2.7554  0.361
H24 5.5023 2.6940 3.1197  0.268
H25 7.0892 3.3980 1.0598  0.323
H26 6.1532 2.9355 -1.5196  0.306
H27 3.7115 1.8618 -1.9006  0.311
O2 1.6359 5.9588 2.0158  -0.568
C25 1.1532 5.5126 3.0408  -0.133
C26 0.8201 4.0784 3.1711  -0.323
C27 0.2891 3.5903 4.2935  -0.575
C28 0.0128 4.4619 5.4548  0.344
O3 -0.4707 4.0144 6.4808  -0.596
C29 0.3455 5.8956 5.3250  -0.100
C30 0.8767 6.3844 4.2021  -0.181
H28 1.0294 3.4529 2.3115  0.620
H29 0.0383 2.5426 4.4057  0.517
H30 0.1361 6.5204 6.1845  0.393
H31 1.1272 7.4329 4.0902  0.662
O4 -2.4723 -1.3125 -6.9616  -0.529
C31 -3.2754 -1.1301 -6.0632  0.235
C32 -3.2299 -1.9263 -4.8194  -0.467
C33 -4.1110 -1.7275 -3.8372  -0.170
C34 -5.1686 -0.7018 -3.9504  0.253
O5 -5.9715 -0.5196 -3.0520  -0.573
C35 -5.2145 0.0949 -5.1946  -0.454
C36 -4.3335 -0.1040 -6.1766  -0.387
H32 -2.4484 -2.6734 -4.7516  0.590
H33 -4.0920 -2.3027 -2.9199  0.665
H34 -5.9960 0.8419 -5.2621  0.421
H35 -4.3520 0.4709 -7.0941  0.420
O6 -1.8985 8.1780 5.0146  -0.394
C37 -2.9129 7.6414 4.6023  0.221
C38 -3.9382 8.4052 3.8616  -0.367
C39 -5.0490 7.8178 3.4128  -0.393
C40 -5.3008 6.3783 3.6357  0.329
O7 -6.3139 5.8427 3.2242  -0.554
C41 -4.2752 5.6145 4.3766  -0.485
C42 -3.1647 6.2021 4.8250  -0.071
H36 -3.7384 9.4583 3.7061  0.426
H37 -5.8108 8.3624 2.8691  0.398
H38 -4.4749 4.5614 4.5323  0.443
H39 -2.4031 5.6575 5.3689  0.432
O8 6.2496 -5.8624 -6.7783  -0.551
C43 5.5043 -6.1685 -5.8650  0.171
C44 6.0196 -6.8054 -4.6345  -0.548
C45 5.2024 -7.1423 -3.6355  -0.242
C46 3.7478 -6.8918 -3.7157  0.319
O9 3.0000 -7.1975 -2.8022  -0.559
C47 3.2328 -6.2553 -4.9454  -0.046
C48 4.0500 -5.9183 -5.9445  -0.198
H40 7.0875 -6.9812 -4.5916  0.412
H41 5.5629 -7.6101 -2.7276  0.411
H42 2.1655 -6.0794 -4.9882  0.463
H43 3.6896 -5.4504 -6.8520  0.384
O10 1.3921 9.4284 4.3972  -0.635
C49 1.8872 9.6580 5.4866  0.402
C50 1.0888 9.5638 6.7264  -0.195
C51 1.6305 9.8173 7.9192  -0.352
C52 3.0516 10.2013 8.0515  0.336
O11 3.5458 10.4306 9.1407  -0.553
C53 3.8499 10.2955 6.8112  -0.390
C54 3.3082 10.0420 5.6186  -0.462
H44 0.0492 9.2804 6.6117  0.521
H45 1.0601 9.7538 8.8376  0.438
H46 4.8891 10.5787 6.9253  0.410
H47 3.8784 10.1054 4.7001  0.439
O12 1.3367 -4.1986 -6.2167  -0.560
C55 0.7373 -4.4021 -7.2589  0.544
C56 0.1829 -5.7344 -7.5780  -0.282
C57 -0.4710 -5.9565 -8.7194  -0.335
C58 -0.6703 -4.8798 -9.7125  0.315
O13 -1.2690 -5.0830 -10.7531  -0.555
C59 -0.1159 -3.5478 -9.3931  -0.338
C60 0.5380 -3.3259 -8.2516  -0.464
H48 0.3367 -6.5120 -6.8398  0.404
H49 -0.8829 -6.9262 -8.9696  0.417
H50 -0.2699 -2.7703 -10.1311  0.412
H51 0.9498 -2.3561 -8.0013  0.445



Record 8
The following is a quantum chemistry calculation of a 4-piece molecular cluster, C3H10N2O3 overall at a distorted geometry, from OMol25.

SMILES	c1c[nH]cn1.O.O.O
molecular weight	122.124	g/mol
strongest force on any atom	3.2	eV Å⁻¹
HOMO level	-9.60	eV
orbital gap	10.1	eV
net charge	0
total energy	-12395.3025	eV
relative energy (zero: lowest compared OMol25 entry of this formula, charge and spin)	1.433	eV
E_LUMO	0.01736	Ha

Each line ends with the Mulliken charge.
CARTESIAN COORDINATES (ANGSTROEM)
C1 0.3673 -0.4881 0.4644  -0.835
C2 -0.0841 -1.8181 0.6030  -0.475
N1 -1.4856 -1.6991 0.5185  -0.054
C3 -1.7925 -0.3581 0.4243  -0.159
N2 -0.6846 0.4263 0.3637  -0.431
H1 1.3916 -0.1340 0.3993  0.995
H2 0.4656 -2.7126 0.8618  0.392
H3 -2.1416 -2.4139 0.4019  0.182
H4 -2.8723 -0.0380 0.4651  0.343
O1 1.4903 -0.1238 -2.6606  -0.657
H5 1.7409 -0.2742 -1.7134  0.294
H6 1.0052 0.6794 -2.6868  0.409
O2 -0.0469 2.1597 -2.2099  -0.746
H7 -0.2659 1.9437 -1.2722  0.370
H8 -0.8555 1.9768 -2.7474  0.336
O3 1.6080 1.0466 3.0230  -0.702
H9 0.7891 1.4319 3.4924  0.320
H10 1.3708 0.3955 2.2726  0.420